A cluster of 12 separate species, C68H164N12O20 in total. Source: OMol25; level of theory: the ωB97M-V functional and the def2-TZVPD basis.

The geometry in XYZ format:
```
264
Properties=species:S:1:pos:R:3
C 4.460 -1.856 -1.969
O 3.181 -2.360 -1.645
C 3.011 -3.776 -1.818
C 1.564 -4.035 -2.198
N 1.378 -5.451 -2.358
C 0.027 -5.792 -2.825
C -0.282 -7.290 -2.803
O -0.102 -7.968 -4.066
C 1.224 -8.035 -4.506
H 4.549 -1.985 -3.048
H 5.285 -2.448 -1.572
H 4.554 -0.787 -1.778
H 3.433 -4.415 -1.041
H 3.608 -4.011 -2.699
H 1.277 -3.581 -3.146
H 0.830 -3.724 -1.454
H 1.550 -5.926 -1.484
H -0.248 -5.339 -3.778
H -0.737 -5.434 -2.135
H -1.293 -7.479 -2.441
H 0.259 -7.885 -2.068
H 1.237 -8.297 -5.564
H 1.707 -8.826 -3.933
H 1.806 -7.118 -4.411
C -5.302 -3.045 1.135
O -6.395 -3.444 0.349
C -7.623 -3.719 1.004
C -8.659 -4.119 -0.055
N -8.188 -5.085 -1.067
C -8.108 -6.407 -0.517
C -7.547 -7.418 -1.561
O -6.159 -7.134 -1.540
C -5.470 -7.856 -2.549
H -5.479 -2.147 1.728
H -4.427 -2.845 0.518
H -5.159 -3.885 1.815
H -7.967 -2.849 1.563
H -7.487 -4.471 1.781
H -9.008 -3.240 -0.597
H -9.521 -4.477 0.509
H -7.204 -4.868 -1.138
H -9.128 -6.780 -0.428
H -7.647 -6.406 0.471
H -7.987 -7.242 -2.542
H -7.830 -8.415 -1.226
H -5.637 -8.932 -2.517
H -4.393 -7.702 -2.485
H -5.801 -7.459 -3.509
C 0.835 -0.777 -3.748
O 1.425 0.406 -4.384
C 2.814 0.603 -3.989
C 3.452 1.866 -4.655
N 3.510 1.673 -6.093
C 3.727 2.977 -6.692
C 3.250 2.934 -8.163
O 1.879 2.841 -8.144
C 1.284 2.814 -9.451
H -0.254 -0.764 -3.804
H 1.139 -0.767 -2.702
H 1.165 -1.713 -4.197
H 3.354 -0.303 -4.265
H 2.816 0.649 -2.900
H 4.474 2.038 -4.316
H 2.813 2.675 -4.301
H 2.570 1.375 -6.312
H 4.757 3.324 -6.770
H 3.224 3.815 -6.211
H 3.668 2.051 -8.648
H 3.614 3.789 -8.731
H 1.535 3.733 -9.981
H 0.227 2.641 -9.250
H 1.626 1.946 -10.016
C 4.826 7.373 -3.765
O 3.850 6.596 -3.074
C 3.376 5.462 -3.757
C 2.247 4.750 -2.982
N 2.842 3.948 -1.885
C 1.792 3.071 -1.334
C 0.655 3.766 -0.520
O -0.391 2.804 -0.466
C -1.591 3.267 0.078
H 5.840 6.975 -3.734
H 4.748 8.331 -3.252
H 4.405 7.620 -4.740
H 4.177 4.786 -4.055
H 3.012 5.675 -4.762
H 1.600 4.170 -3.640
H 1.552 5.488 -2.583
H 3.238 4.615 -1.239
H 2.315 2.438 -0.617
H 1.382 2.354 -2.045
H 0.243 4.641 -1.023
H 1.109 4.061 0.426
H -2.055 4.131 -0.398
H -1.497 3.291 1.164
H -2.322 2.482 -0.116
C -3.066 -6.026 -0.514
O -2.037 -6.723 0.170
C -2.109 -6.653 1.617
C -1.886 -5.209 2.172
N -0.584 -4.737 1.681
C 0.578 -5.186 2.508
C 1.820 -5.187 1.560
O 1.750 -6.118 0.408
C 1.774 -7.538 0.740
H -2.986 -4.941 -0.457
H -4.034 -6.368 -0.149
H -3.072 -6.185 -1.593
H -1.405 -7.428 1.920
H -3.128 -6.947 1.870
H -1.941 -5.204 3.260
H -2.658 -4.527 1.816
H -0.596 -5.258 0.816
H 0.307 -6.171 2.890
H 0.726 -4.521 3.359
H 2.684 -5.313 2.213
H 1.918 -4.199 1.111
H 2.775 -7.675 1.148
H 1.668 -8.113 -0.181
H 0.944 -7.864 1.366
C -1.154 5.335 12.103
O -0.400 4.150 12.282
C 0.501 3.799 11.269
C -0.191 3.357 9.914
N -1.008 2.192 10.107
C -1.961 1.879 9.033
C -1.213 1.514 7.742
O -2.173 1.570 6.639
C -1.483 1.513 5.404
H -0.399 6.108 11.956
H -1.829 5.530 12.936
H -1.832 5.292 11.251
H 1.077 2.960 11.658
H 1.310 4.505 11.083
H 0.579 3.089 9.190
H -0.689 4.244 9.521
H -1.481 2.387 10.978
H -2.639 2.719 8.884
H -2.533 0.990 9.298
H -0.778 0.515 7.761
H -0.398 2.189 7.479
H -2.156 1.394 4.555
H -0.802 0.662 5.369
H -0.927 2.403 5.109
C 1.501 2.166 2.661
O 2.765 2.146 2.042
C 3.750 2.751 2.813
C 5.073 2.724 2.065
N 5.665 1.373 2.050
C 6.728 1.243 1.049
C 6.893 -0.233 0.783
O 7.874 -0.532 -0.260
C 9.206 -0.188 0.122
H 1.651 1.865 3.698
H 0.764 1.536 2.161
H 1.263 3.226 2.578
H 3.863 2.261 3.780
H 3.518 3.783 3.078
H 5.818 3.467 2.350
H 4.699 3.072 1.102
H 4.907 0.717 1.926
H 7.622 1.696 1.479
H 6.535 1.723 0.090
H 5.940 -0.536 0.350
H 6.970 -0.845 1.682
H 9.400 -0.648 1.091
H 9.357 0.887 0.220
H 9.786 -0.705 -0.642
C -2.631 6.252 -8.435
O -2.459 5.361 -7.325
C -1.160 4.796 -7.208
C -1.048 3.688 -6.138
N -1.117 4.262 -4.795
C -1.154 3.254 -3.721
C -2.550 2.491 -3.590
O -3.558 3.528 -3.323
C -4.807 3.061 -2.857
H -2.880 5.657 -9.314
H -1.761 6.880 -8.626
H -3.500 6.897 -8.305
H -0.424 5.594 -7.113
H -0.977 4.367 -8.193
H -0.044 3.272 -6.229
H -1.922 3.046 -6.245
H -1.934 4.850 -4.713
H -0.932 3.841 -2.830
H -0.405 2.462 -3.731
H -2.501 1.856 -2.705
H -2.700 1.755 -4.380
H -5.527 3.873 -2.759
H -4.717 2.735 -1.821
H -5.175 2.258 -3.496
C 3.015 -1.551 1.532
O 3.883 -0.975 2.491
C 4.405 -1.851 3.500
C 5.123 -1.035 4.612
N 6.402 -0.478 4.098
C 6.983 0.370 5.147
C 8.234 1.091 4.572
O 8.841 1.988 5.489
C 9.748 2.942 4.914
H 3.593 -2.326 1.027
H 2.753 -0.814 0.773
H 2.136 -1.922 2.058
H 4.990 -2.578 2.937
H 3.502 -2.306 3.909
H 5.291 -1.617 5.518
H 4.418 -0.241 4.858
H 6.231 0.086 3.277
H 7.194 -0.180 6.064
H 6.310 1.179 5.429
H 8.020 1.600 3.633
H 8.975 0.321 4.355
H 9.187 3.506 4.170
H 10.690 2.454 4.661
H 10.067 3.621 5.705
C -6.263 1.154 1.640
O -5.730 2.272 2.355
C -4.349 2.224 2.613
C -3.772 3.582 3.076
N -3.930 4.521 1.949
C -3.458 5.874 2.188
C -2.023 6.063 2.625
O -1.680 7.427 2.343
C -0.367 7.819 2.767
H -7.352 1.209 1.623
H -6.000 0.173 2.036
H -5.872 1.072 0.626
H -3.762 1.873 1.764
H -4.281 1.492 3.417
H -2.743 3.509 3.430
H -4.343 3.911 3.944
H -4.925 4.604 1.801
H -4.180 6.310 2.879
H -3.559 6.471 1.282
H -1.297 5.411 2.139
H -1.899 6.034 3.708
H -0.421 7.883 3.854
H -0.082 8.759 2.293
H 0.398 7.119 2.433
C -6.652 -4.569 -4.355
C -6.109 -3.435 -3.397
C -4.854 -3.794 -2.592
C -3.563 -3.697 -3.301
N -2.529 -3.684 -3.872
H -5.950 -4.746 -5.170
H -7.688 -4.417 -4.658
H -6.658 -5.540 -3.859
H -6.958 -3.219 -2.748
H -5.988 -2.483 -3.915
H -5.004 -4.805 -2.214
H -4.868 -3.197 -1.680
C -2.687 -0.709 -1.021
C -1.794 -1.891 -0.607
C -0.685 -1.290 0.301
C -1.124 -0.643 1.593
N -1.537 -0.199 2.578
H -2.116 0.113 -1.453
H -3.133 -0.280 -0.124
H -3.417 -1.024 -1.767
H -1.286 -2.321 -1.470
H -2.330 -2.694 -0.102
H -0.004 -0.711 -0.323
H -0.107 -2.159 0.613
```

* structure (SMILES): COCCNCCOC.COCCNCCOC.COCCNCCOC.COCCNCCOC.COCCNCCOC.COCCNCCOC.COCCNCCOC.COCCNCCOC.COCCNCCOC.COCCNCCOC.CCCC#N.CCCC#N
* HOMO level: -8.264 eV
* lowest unoccupied orbital energy: 0.4 eV
* E: -131989.2211 eV
* max |F|: 3.64 eV/A

Results of the Mulliken charge analysis, in e, for atoms 1 through 5: atom 1 (C): -1.3132, atom 2 (O): 0.4722, atom 3 (C): -1.3145, atom 4 (C): 0.6086, atom 5 (N): -0.1482